Here is a molecular structure, C21H26BiClP2 at a distorted geometry from OMol25. Energies are from ωB97M-V/def2-TZVPD.

Its net charge is +2. As for the HOMO energy: -14.70 eV. For the orbital gap, the calculation gives 5.893 eV. The total energy comes out at -59122.0025 eV.

Structure (XYZ):
```
51
C21H26BiClP2 | OMol25 | ωB97M-V/def2-TZVPD
Bi 0.89142 0.31534 2.69666
Cl 0.44713 1.70883 4.70660
P 0.50318 0.63356 -0.03695
C -0.86557 -0.17863 -0.91668
C -0.68706 -0.98979 -2.05175
C -1.79792 -1.57139 -2.68054
C -3.08214 -1.40206 -2.14120
C -3.25235 -0.67211 -0.95229
C -2.15302 -0.07716 -0.35174
C 0.30515 2.40595 -0.37946
C 1.14070 3.30524 0.31199
C 0.96480 4.67918 0.18576
C -0.06031 5.17010 -0.64626
C -0.92094 4.28912 -1.31611
C -0.75014 2.90891 -1.17068
C 2.09028 0.23541 -0.85033
C 3.16437 -0.27023 -0.10173
C 4.40279 -0.49555 -0.69840
C 4.58539 -0.22071 -2.06153
C 3.52614 0.30341 -2.82532
C 2.28381 0.53664 -2.21284
H 1.89371 2.90084 0.99616
H 1.62666 5.36165 0.72409
H -0.17498 6.24881 -0.76501
H -1.71536 4.67805 -1.96283
H -1.43272 2.21777 -1.65643
H 0.30389 -1.15170 -2.45476
H -1.67919 -2.13509 -3.60900
H -3.95690 -1.82185 -2.63500
H -4.24970 -0.55012 -0.51414
H -2.27475 0.46997 0.58765
H 3.02236 -0.45692 0.96912
H 5.23502 -0.88671 -0.10292
H 5.55176 -0.41808 -2.52415
H 3.66888 0.52230 -3.88406
H 1.48144 0.96177 -2.80252
H 0.39576 -5.90055 -3.86415
H 1.14679 -5.86751 -3.83150
C -2.22513 -2.81701 2.12932
P -1.16362 -1.42091 2.60140
C -2.33791 -0.46041 3.63126
C 0.12768 -2.33508 3.57368
H -3.08836 -2.48107 1.53502
H -2.58281 -3.28145 3.07101
H -1.66018 -3.56343 1.54975
H -2.95430 -1.15147 4.23841
H -1.86436 0.31457 4.25998
H -3.03453 0.06733 2.94123
H -0.36730 -3.09219 4.20201
H 0.79767 -2.87177 2.87138
H 0.77479 -1.69380 4.21784
```